one:
# C10H20N4O4

The molecule C10H20N4O4 (the ωB97M-V functional and the def2-TZVPD basis, the OMol25 dataset).

Computed properties:
SMILES = NCCCC[C@H](NC(=O)[C@@H](N)CC(N)=O)C(=O)O

The geometry in ORCA input format:
```
! RIJCOSX wB97M-V def2-TZVPD def2/J DEFGRID3
* xyz 0 1
C -2.826 -0.874 -0.812
C -1.866 0.249 -0.228
C -3.965 -1.033 0.206
C -4.776 0.180 0.102
C 0.453 1.006 -0.111
C 0.439 2.527 -0.258
C 1.726 0.328 -0.490
C 2.816 0.877 0.455
C 4.423 0.514 0.308
C 4.589 -0.907 -0.265
H -1.556 -2.331 -0.170
H -2.046 -3.035 -1.483
H -3.140 -0.661 -1.771
H -3.593 -1.229 1.266
H -4.535 -2.040 0.125
H -5.430 -0.040 2.091
H -6.348 1.018 1.239
H -0.632 0.067 -2.004
H 0.081 0.773 1.007
H 1.711 -0.855 -0.493
H 2.019 0.480 -1.544
H 2.567 1.953 0.702
H 2.884 0.463 1.442
H 4.949 1.182 -0.452
H 5.055 0.777 1.305
H 3.745 -0.760 -1.173
H 5.555 -1.161 -0.907
H 5.274 -1.951 1.420
H 4.302 -2.827 0.455
H -1.465 2.435 0.428
N -1.912 -1.966 -0.984
N -5.800 0.051 1.123
N -0.768 0.585 -0.992
N 4.336 -1.840 0.754
O -2.117 0.750 0.898
O -4.812 1.058 -0.740
O 1.416 3.164 -0.618
O -0.753 3.074 0.169
*
```

***

two:
# C10H20N4O4

The molecule C10H20N4O4 (the ωB97M-V functional and the def2-TZVPD basis, the OMol25 dataset).

Computed properties:
SMILES = NCCCC[C@H](NC(=O)[C@@H](N)CC(N)=O)C(=O)O

The geometry in ORCA input format:
```
! RIJCOSX wB97M-V def2-TZVPD def2/J DEFGRID3
* xyz 0 1
C -2.236 -1.134 0.516
C -0.963 -0.733 -0.353
C -3.287 0.029 0.795
C -4.202 0.287 -0.514
C 1.443 -1.304 -0.426
C 1.784 -2.878 -0.637
C 2.322 -0.608 0.767
C 1.925 0.922 0.816
C 2.156 1.635 -0.521
C 1.575 2.957 -0.591
H -2.799 -2.717 1.412
H -2.321 -1.513 2.467
H -2.764 -1.671 -0.250
H -2.818 0.935 1.062
H -3.994 -0.233 1.487
H -2.428 0.522 -1.529
H -4.158 0.767 -2.358
H -0.182 -2.324 0.592
H 1.644 -0.518 -1.342
H 1.962 -1.102 1.803
H 3.423 -0.974 0.450
H 2.529 1.417 1.508
H 0.926 1.001 1.213
H 1.737 1.062 -1.376
H 3.272 1.658 -0.475
H 1.731 3.304 -1.632
H 0.586 2.800 -0.447
H 3.138 3.642 0.156
H 2.033 3.952 1.360
H 3.269 -3.890 -1.094
N -1.991 -2.030 1.530
N -3.494 0.653 -1.602
N 0.002 -1.514 -0.028
N 2.253 3.990 0.324
O -0.804 0.222 -1.216
O -5.427 0.214 -0.391
O 0.956 -3.862 -0.508
O 3.202 -2.962 -0.969
*
```

***

Relative calculated energies, zero for the most stable structure, unit eV: one 0.947; two 0.000.

***

one:
# C6H32NO10

A cluster of 10 separate species, C6H32NO10 in total (the ωB97M-V functional and the def2-TZVPD basis, the OMol25 dataset).

The geometry in ORCA input format:
```
! RIJCOSX wB97M-V def2-TZVPD def2/J DEFGRID3
* xyz -1 1
C -0.308 -0.345 -2.405
C 0.791 -0.600 -3.417
C 0.208 0.613 -1.408
N -0.718 1.038 -0.331
C -2.331 0.848 1.335
C -1.279 -0.106 0.582
C -0.085 -0.590 1.565
O 0.590 0.569 1.916
H -1.201 -0.003 -3.030
H -0.503 -1.296 -1.883
H 1.716 -1.151 -2.820
H 1.281 0.281 -3.895
H 0.461 -1.301 -4.183
H 0.289 1.503 -2.008
H 1.244 0.290 -0.931
H -0.161 1.578 0.409
H -2.772 1.622 0.694
H -1.628 1.387 1.999
H -3.107 0.375 1.922
H -1.705 -1.039 0.130
H 0.616 -1.046 0.905
H -0.303 -1.197 2.389
H -2.079 1.318 -3.868
H -3.424 1.606 -3.701
O -2.791 0.871 -3.872
H 1.690 0.323 1.723
H 3.506 0.703 0.642
O 2.771 0.166 0.913
H -3.193 0.646 -1.401
H -3.146 -0.376 -2.394
O -3.698 -0.148 -1.637
H -1.139 -4.022 -0.073
H -0.722 -3.300 1.193
O -1.342 -3.928 0.854
H 0.850 0.925 4.217
H 1.306 -0.044 3.391
O 1.417 0.195 4.301
H 2.907 -1.174 0.588
H 3.500 -2.714 1.042
O 3.097 -2.277 0.321
H 2.307 -3.954 0.446
H 1.313 -3.103 1.089
O 1.484 -4.066 0.863
H 2.409 2.320 0.795
H 1.882 3.803 1.000
O 2.599 3.278 0.576
H -0.832 4.460 2.434
H -1.109 3.078 1.425
O -0.659 3.981 1.597
*
```

***

two:
# C6H32NO10

A cluster of 10 separate species, C6H32NO10 in total (the ωB97M-V functional and the def2-TZVPD basis, the OMol25 dataset).

The geometry in ORCA input format:
```
! RIJCOSX wB97M-V def2-TZVPD def2/J DEFGRID3
* xyz -1 1
C -1.211 1.486 1.165
O -0.287 2.395 1.446
C -0.669 0.647 -0.084
C -0.005 -0.615 0.533
C -1.018 -1.712 0.763
C -1.762 -2.096 -0.471
C -0.192 -2.963 1.173
N 0.363 1.257 -1.057
H -2.206 1.955 0.875
H -1.443 0.729 2.062
H -1.561 0.397 -0.728
H 0.357 -0.464 1.578
H 0.860 -0.987 0.062
H -1.793 -1.305 1.579
H -1.737 -1.313 -1.208
H -2.825 -2.161 -0.179
H -1.459 -3.056 -0.744
H 0.717 -2.680 1.586
H -0.705 -3.547 1.771
H 0.025 -3.505 0.201
H -0.059 2.130 -1.452
H 1.193 1.634 -0.614
H 1.141 1.965 1.720
H 2.253 1.176 2.522
O 2.094 1.552 1.732
H 1.161 4.192 -0.330
H -0.072 3.568 0.386
O 0.275 4.318 -0.293
H 4.990 -1.642 0.768
H 3.849 -1.694 -0.156
O 4.298 -2.217 0.363
H 1.997 -0.671 -0.900
H 1.797 -0.113 -2.401
O 2.234 -0.725 -1.862
H -1.774 3.463 1.650
H -1.628 4.743 1.191
O -2.181 4.394 1.808
H -1.611 1.588 -3.385
H -2.178 0.431 -2.489
O -2.452 1.100 -3.239
H -0.238 2.350 3.290
H 1.149 2.913 3.210
O 0.590 2.438 3.823
H 1.660 -2.566 -1.410
H 1.867 -3.800 -2.293
O 1.080 -3.263 -1.914
H -2.218 -3.585 -3.019
H -0.950 -2.865 -3.318
O -1.715 -3.272 -3.712
*
```

***

Relative calculated energies, zero for the most stable structure, unit eV: one 0.415; two 0.000.

***

one:
# C9H9N3

The molecule C9H9N3 (the ωB97M-V functional and the def2-TZVPD basis, the OMol25 dataset).

Computed properties:
SMILES = Nc1ccc2c(N)ccnc2c1

The geometry in ORCA input format:
```
! RIJCOSX wB97M-V def2-TZVPD def2/J DEFGRID3
* xyz 0 1
C -2.181 -0.201 -0.119
C -1.703 1.123 -0.519
C -0.443 1.413 -0.238
C 0.503 0.350 0.035
C 1.836 0.453 0.051
C 2.748 -0.601 -0.027
C 2.113 -1.894 -0.222
C 0.088 -0.911 0.241
C -1.212 -1.102 0.119
H -4.365 0.317 0.352
H -4.176 -1.231 0.040
H -2.485 1.870 -0.574
H -0.068 2.359 -0.520
H 1.528 2.210 0.855
H 3.265 1.975 0.438
H 3.749 -0.213 -0.266
H 2.639 -2.925 -0.464
H -1.363 -2.138 0.613
N -3.468 -0.493 0.224
N 2.235 1.828 0.172
N 0.761 -2.187 -0.190
*
```

***

two:
# C9H9N3

The molecule C9H9N3 (the ωB97M-V functional and the def2-TZVPD basis, the OMol25 dataset).

Computed properties:
SMILES = CNc1ccc2ncncc2c1

The geometry in ORCA input format:
```
! RIJCOSX wB97M-V def2-TZVPD def2/J DEFGRID3
* xyz 0 1
C 3.087 -1.107 -0.109
C 1.238 0.439 0.013
C 0.660 1.844 0.083
C -0.650 2.084 0.024
C -1.592 0.948 0.027
C -3.677 0.010 -0.226
C -1.952 -1.505 0.110
C -1.007 -0.378 0.130
C 0.351 -0.684 0.177
H 2.380 -2.046 -0.661
H 3.124 -1.328 1.205
H 4.149 -1.305 -0.753
H 3.147 1.213 -0.290
H 1.260 2.770 0.222
H -1.080 3.153 0.247
H -4.712 0.165 -0.287
H -1.717 -2.592 0.250
H 0.556 -1.713 0.166
N 2.563 0.272 -0.179
N -2.907 1.108 -0.118
N -3.221 -1.349 -0.029
*
```

***

Relative calculated energies, zero for the most stable structure, unit eV: one 1.071; two 0.000.

***

one:
# CH3FIN

A cluster of 2 separate species, CH3FIN in total (the ωB97M-V functional and the def2-TZVPD basis, the OMol25 dataset).

The geometry in ORCA input format:
```
! RIJCOSX wB97M-V def2-TZVPD def2/J DEFGRID3
* xyz 0 1
C 0.062 -0.185 -0.514
N 0.417 -0.173 0.788
F -0.996 1.875 -0.296
I -1.092 -1.727 -1.191
H 0.644 0.298 -1.400
H -0.002 -0.815 1.536
H 0.967 0.728 1.078
*
```

***

two:
# CH3FIN

A cluster of 2 separate species, CH3FIN in total (the ωB97M-V functional and the def2-TZVPD basis, the OMol25 dataset).

The geometry in ORCA input format:
```
! RIJCOSX wB97M-V def2-TZVPD def2/J DEFGRID3
* xyz 0 1
C -0.194 0.592 -0.045
N 0.915 -0.150 0.104
F -1.693 -1.262 0.838
I -1.088 0.604 -1.909
H -0.416 1.520 0.497
H 1.007 -1.122 -0.409
H 1.469 -0.183 0.924
*
```

***

Relative calculated energies, zero for the most stable structure, unit eV: one 0.000; two 0.305.

***

one:
# C5H13N2O3

The ion C5H13N2O3 with charge +1 (the ωB97M-V functional and the def2-TZVPD basis, the OMol25 dataset).

Computed properties:
SMILES = C[C@H](O[N+](=O)[O-])[N+](C)(C)C

The geometry in ORCA input format:
```
! RIJCOSX wB97M-V def2-TZVPD def2/J DEFGRID3
* xyz 1 1
C -1.648 -0.587 -1.038
C 0.976 0.702 1.405
C 1.375 -1.042 -0.191
C -0.306 -1.294 1.403
C -0.573 0.315 -0.438
N -0.035 2.413 -1.860
N 0.372 -0.278 0.560
O -0.738 2.993 -1.138
O 0.525 2.729 -2.811
O 0.251 0.910 -1.553
H -1.289 -1.665 -1.123
H -2.116 -0.152 -1.928
H -2.543 -0.516 -0.421
H 1.772 0.093 1.997
H 1.636 1.453 1.012
H 0.369 1.069 2.272
H 2.061 -1.601 0.520
H 0.714 -1.652 -0.859
H 1.912 -0.384 -0.806
H -0.664 -2.240 0.879
H 0.261 -1.582 2.304
H -1.220 -0.883 1.875
H -1.091 1.199 -0.063
*
```

***

two:
# C5H13N2O3

A cluster of 2 separate species, C5H13N2O3 in total (the ωB97M-V functional and the def2-TZVPD basis, the OMol25 dataset).

The geometry in ORCA input format:
```
! RIJCOSX wB97M-V def2-TZVPD def2/J DEFGRID3
* xyz 1 1
C -0.152 -0.236 0.307
C 1.888 0.814 -1.595
C -4.238 0.352 0.221
C 1.673 -0.452 2.009
C 2.048 0.810 -0.012
N -3.031 -0.248 -0.147
N 1.479 -0.303 0.617
O -0.391 -0.762 -0.736
O -3.087 -0.836 -1.318
O 2.069 -1.459 0.018
H 1.047 0.278 -1.914
H 2.050 1.828 -2.099
H 2.728 0.162 -2.051
H -5.051 0.434 -0.549
H -4.633 -0.348 1.139
H -4.072 1.273 0.807
H 2.774 -0.623 2.074
H 1.533 0.538 2.590
H 1.118 -1.195 2.481
H 1.626 1.849 0.211
H 3.137 0.792 0.115
H -2.163 -1.138 -1.360
H 1.648 -1.532 -0.808
*
```

***

Relative calculated energies, zero for the most stable structure, unit eV: one 0.000; two 2.472.

***

one:
# C3H16N2O3

A cluster of 4 separate species, C3H16N2O3 in total (the ωB97M-V functional and the def2-TZVPD basis, the OMol25 dataset).

Computed properties:
SMILES = CCNCN.O.O.O

The geometry in ORCA input format:
```
! RIJCOSX wB97M-V def2-TZVPD def2/J DEFGRID3
* xyz 0 1
C -0.404 -1.889 1.948
C -1.216 -1.468 0.634
N -0.425 -0.523 -0.174
C -1.309 0.570 -0.769
N -1.896 1.630 0.180
H 0.673 -2.016 1.766
H -0.802 -2.796 2.309
H -0.576 -1.168 2.749
H -1.476 -2.350 0.122
H -2.255 -1.028 0.923
H -0.142 -1.041 -0.926
H -2.038 0.135 -1.281
H -0.528 1.052 -1.487
H -1.548 1.325 1.069
H -1.332 2.466 0.066
H 1.047 -0.032 -3.491
H 1.383 0.158 -2.080
O 1.269 -0.616 -2.723
H 2.376 2.069 -1.692
H 2.000 1.697 -0.294
O 1.703 1.585 -1.263
H 1.117 0.418 1.291
H 2.565 0.737 1.769
O 1.814 1.086 1.355
*
```

***

two:
# C3H16N2O3

A cluster of 4 separate species, C3H16N2O3 in total (the ωB97M-V functional and the def2-TZVPD basis, the OMol25 dataset).

Computed properties:
SMILES = NCCCN.O.O.O

The geometry in ORCA input format:
```
! RIJCOSX wB97M-V def2-TZVPD def2/J DEFGRID3
* xyz 0 1
C -0.872 -0.612 -0.713
C 0.407 -0.038 -1.290
C 0.316 1.467 -1.496
N 0.368 2.192 -0.244
N -0.863 -2.099 -0.705
H -1.794 -0.216 -1.175
H -0.885 -0.415 0.346
H 0.360 -0.380 -2.246
H 1.387 -0.240 -0.767
H 1.176 1.775 -2.189
H -0.736 1.725 -2.025
H -0.676 2.035 0.164
H 0.273 3.121 -0.388
H -1.833 -2.417 -0.476
H -0.846 -2.365 -1.682
H 2.124 -2.850 0.627
H 0.728 -2.509 0.406
O 1.454 -2.328 1.022
H -0.502 1.363 2.091
H -1.800 0.980 3.056
O -1.550 1.464 2.264
H 1.126 -0.653 1.757
H 1.561 0.778 1.564
O 1.076 0.222 2.099
*
```

***

Relative calculated energies, zero for the most stable structure, unit eV: one 0.223; two 0.000.